Record 1
Here is 2 unconnected molecules or ions with the total composition C2Br2F2S from the Open Molecules 2025 dataset. Energies are from ωB97M-V/def2-TZVPD.

Values from the calculation:
Lowest unoccupied orbital energy = -0.82 eV
Gap between HOMO and LUMO = 7.42 eV
Relative energy (zero: lowest compared OMol25 entry of this formula, charge and spin) = 185.2 kJ/mol

Positions of all 7 atoms, in Å:
C: -0.33 -0.80 -1.13
C: 0.12 0.68 0.86
F: -0.84 1.55 1.29
F: 0.31 -0.23 1.76
S: 0.68 -0.49 -2.27
Br: -1.63 -2.05 -0.74
Br: 1.71 1.33 0.23

Record 2
Here is a molecular structure, C2Br4O4S2 from the Open Molecules 2025 dataset. Energies are from ωB97M-V/def2-TZVPD.

Values from the calculation:
Lowest unoccupied orbital energy = -1.75 eV
Gap between HOMO and LUMO = 7.87 eV
Relative energy (zero: lowest compared OMol25 entry of this formula, charge and spin) = 48.5 kJ/mol

Positions of all 12 atoms, in Å:
C: 1.43 0.30 0.08
C: -1.28 0.21 0.19
O: -0.38 0.54 -2.65
O: -0.05 -1.65 -1.66
O: 0.16 0.44 2.42
O: 0.04 -1.71 1.07
S: -0.14 -0.26 -1.49
S: 0.12 -0.30 1.19
Br: 1.73 2.05 0.51
Br: 2.83 -0.82 -0.11
Br: -2.82 -0.78 0.55
Br: -1.62 1.98 -0.12

Record 3
Here is a molecular structure, C2BrClFIO from the Open Molecules 2025 dataset. Energies are from ωB97M-V/def2-TZVPD.

Values from the calculation:
Lowest unoccupied orbital energy = -0.93 eV
Gap between HOMO and LUMO = 8.70 eV
Relative energy (zero: lowest compared OMol25 entry of this formula, charge and spin) = 263.8 kJ/mol

Positions of all 7 atoms, in Å:
C: -1.53 -0.61 0.39
C: 2.32 0.94 -0.58
O: -1.97 -0.93 1.45
F: 1.64 1.28 0.45
Cl: -0.69 -1.54 -0.70
Br: -1.58 1.21 -0.23
I: 3.93 -0.25 0.04

Record 4
Here is C2BrClFNO3 in the gas phase from the Open Molecules 2025 dataset. Energies are from ωB97M-V/def2-TZVPD.

Values from the calculation:
Lowest unoccupied orbital energy = -1.24 eV
Gap between HOMO and LUMO = 8.81 eV
Relative energy (zero: lowest compared OMol25 entry of this formula, charge and spin) = 16.2 kJ/mol

Positions of all 9 atoms, in Å:
O: -1.06 -0.43 1.39
C: -0.85 -0.45 0.21
O: -1.60 0.21 -0.77
Cl: -2.75 1.11 0.18
C: 0.43 -0.92 -0.43
O: 0.88 -1.99 -0.59
N: 1.34 0.56 -0.49
F: 0.59 1.48 0.23
Br: 3.02 0.44 0.27

Record 5
Here is C2BrClO3S in the gas phase from the Open Molecules 2025 dataset. Energies are from ωB97M-V/def2-TZVPD.

Values from the calculation:
Lowest unoccupied orbital energy = -1.22 eV
Gap between HOMO and LUMO = 8.88 eV
Relative energy (zero: lowest compared OMol25 entry of this formula, charge and spin) = 0.0 kJ/mol

Positions of all 8 atoms, in Å:
C: 0.09 -0.58 0.32
C: -1.01 -0.68 -0.66
O: 0.62 -1.47 0.87
O: -1.21 -1.26 -1.62
O: 1.87 1.12 1.59
S: 0.78 1.27 0.66
Cl: 1.33 1.12 -1.29
Br: -2.46 0.50 0.14

Record 6
Here is C2BrF3N2 in the gas phase from the Open Molecules 2025 dataset. Energies are from ωB97M-V/def2-TZVPD.

Values from the calculation:
Lowest unoccupied orbital energy (alpha / beta) = -2.32 / -2.32 eV
Gap between HOMO and LUMO (alpha / beta) = 7.36 / 7.81 eV
Relative energy (zero: lowest compared OMol25 entry of this formula, charge and spin) = 695.5 kJ/mol

Positions of all 8 atoms, in Å:
C: -1.14 0.83 0.02
C: -0.36 -0.33 -0.11
N: -1.61 1.86 0.00
N: 0.72 -0.55 0.51
F: -0.82 -1.19 -0.99
F: 2.21 -0.92 -0.80
F: 1.24 0.20 1.52
Br: 1.46 -2.49 0.53

Record 7
Here is C2BrF3O in the gas phase from the Open Molecules 2025 dataset. Energies are from ωB97M-V/def2-TZVPD.

Values from the calculation:
Lowest unoccupied orbital energy = -0.54 eV
Gap between HOMO and LUMO = 9.61 eV
Relative energy (zero: lowest compared OMol25 entry of this formula, charge and spin) = 312.0 kJ/mol

Positions of all 7 atoms, in Å:
F: -2.07 -0.43 -0.62
C: -0.92 -0.52 0.01
F: -0.80 -1.74 0.49
C: -0.13 0.54 0.04
F: -0.20 1.70 -0.50
O: 1.38 0.28 0.87
Br: 2.74 0.18 -0.29

Record 8
Here is a molecular structure, C2CaO4 from the Open Molecules 2025 dataset. Energies are from ωB97M-V/def2-TZVPD.

Values from the calculation:
Lowest unoccupied orbital energy (alpha / beta) = -1.07 / -1.07 eV
Gap between HOMO and LUMO (alpha / beta) = 5.21 / 5.21 eV
Relative energy (zero: lowest compared OMol25 entry of this formula, charge and spin) = 0.0 kJ/mol

Positions of all 7 atoms, in Å:
O: -1.82 0.44 -0.03
C: -2.79 -0.21 0.12
O: -3.77 -0.79 0.17
Ca: 0.36 0.80 -0.20
O: 2.39 0.89 0.13
C: 2.17 -0.41 -0.10
O: 3.01 -1.27 0.17

Record 9
Here is 2 unconnected molecules or ions with the total composition C2Cl2F2O from the Open Molecules 2025 dataset. Energies are from ωB97M-V/def2-TZVPD.

Values from the calculation:
Lowest unoccupied orbital energy = -0.02 eV
Gap between HOMO and LUMO = 9.56 eV
Relative energy (zero: lowest compared OMol25 entry of this formula, charge and spin) = 166.1 kJ/mol

Positions of all 7 atoms, in Å:
C: -0.74 -0.98 -0.14
C: 0.67 0.63 0.22
O: -0.53 -2.12 0.03
F: -0.08 1.62 0.69
F: 0.82 0.87 -1.05
Cl: -2.11 -0.28 -0.91
Cl: 1.96 0.24 1.17

Record 10
Here is 2 unconnected molecules or ions with the total composition C2Cl2N2 from the Open Molecules 2025 dataset. Energies are from ωB97M-V/def2-TZVPD.

Values from the calculation:
Lowest unoccupied orbital energy (alpha / beta) = -1.93 / -1.84 eV
Gap between HOMO and LUMO (alpha / beta) = 8.34 / 7.10 eV
Relative energy (zero: lowest compared OMol25 entry of this formula, charge and spin) = 467.5 kJ/mol

Positions of all 6 atoms, in Å:
C: 0.14 0.56 1.38
C: 0.06 -0.72 -1.05
N: 0.56 1.61 1.76
N: -0.12 -0.63 1.13
Cl: -1.18 -1.54 -1.67
Cl: 0.54 0.72 -1.55

Record 11
Here is 2 unconnected molecules or ions with the total composition C2Cl2NS2 from the Open Molecules 2025 dataset. Energies are from ωB97M-V/def2-TZVPD.

Values from the calculation:
Net charge = +1
Lowest unoccupied orbital energy (alpha / beta) = -8.19 / -8.82 eV
Gap between HOMO and LUMO (alpha / beta) = 4.43 / 2.84 eV
Relative energy (zero: lowest compared OMol25 entry of this formula, charge and spin) = 311.0 kJ/mol

Positions of all 7 atoms, in Å:
C: -0.79 -0.32 -0.69
C: 2.82 0.02 -0.13
N: -1.68 -0.12 0.03
S: -4.31 0.45 -0.55
S: -3.07 0.02 0.83
Cl: 3.11 1.20 0.94
Cl: 3.91 -1.24 -0.43

Record 12
Here is 2 unconnected molecules or ions with the total composition C2Cl2S from the Open Molecules 2025 dataset. Energies are from ωB97M-V/def2-TZVPD.

Values from the calculation:
Lowest unoccupied orbital energy (alpha / beta) = -2.60 / -2.61 eV
Gap between HOMO and LUMO (alpha / beta) = 7.23 / 7.23 eV
Relative energy (zero: lowest compared OMol25 entry of this formula, charge and spin) = 331.8 kJ/mol

Positions of all 5 atoms, in Å:
C: 0.97 0.14 1.12
C: 0.46 0.08 0.03
S: -2.93 -0.43 -2.27
Cl: -0.17 0.00 -1.48
Cl: 1.66 0.21 2.60

| no. | strongest force on any atom (eV Å⁻¹) |
| --- | --- |
| 1 | 3.20 |
| 2 | 3.32 |
| 3 | 2.24 |
| 4 | 3.13 |
| 5 | 3.68 |
| 6 | 2.82 |
| 7 | 6.23 |
| 8 | 3.77 |
| 9 | 5.92 |
| 10 | 3.70 |
| 11 | 2.83 |
| 12 | 1.48 |